[1]
A single C3H5NO2 molecule. Source: OMol25; level of theory: ωB97M-V/def2-TZVPD.

Computed properties:
Spin multiplicity: 1
Structure (SMILES): [H]/N=C1/COCO1
F_max (Eh/bohr): 0.0078
HOMO level (eV): -10.269
DFT total energy (Ha): -322.52291

Geometry (Å):
N 1.847 -0.968 -0.559
C 0.798 -0.363 -0.219
C -0.370 -0.955 0.523
O -1.417 -0.028 0.318
C -0.849 1.189 -0.089
O 0.517 0.956 -0.404
H 2.508 -0.337 -1.010
H -0.664 -1.935 0.143
H -0.103 -1.043 1.585
H -1.357 1.541 -0.992
H -0.910 1.945 0.705

[2]
A molecular structure, C5H4BBrO4Tb at a distorted geometry. Source: OMol25; level of theory: ωB97M-V/def2-TZVPD.

Computed properties:
Spin multiplicity: 7
Charge: +3
<S²>: 12.630
F_max (Eh/bohr): 0.0215
HOMO level (alpha / beta) (eV): -20.699 / -20.598
DFT total energy (Ha): -3915.85813

Geometry (Å):
C 2.086 -0.108 0.002
B 0.728 0.780 -0.084
O 0.743 2.099 0.001
C -0.747 0.170 -0.186
C -1.374 -0.738 -1.046
Br -0.841 -1.431 -2.596
C -2.692 -1.172 -0.389
O -3.216 -2.215 -0.504
O -2.961 -0.204 0.556
C -1.913 0.665 0.657
O -1.941 1.744 1.135
H 2.217 -0.808 -0.827
H 2.977 0.530 0.042
H 2.109 -0.765 0.908
H 1.479 2.649 -0.292
Tb 3.346 -1.196 2.624

Question: What is the F_max in the second record?
Answer: 0.0215 Eh/bohr

Copy entry 1 word for word.
A single C3H5NO2 molecule. Source: OMol25; level of theory: ωB97M-V/def2-TZVPD.

Computed properties:
Spin multiplicity: 1
Structure (SMILES): [H]/N=C1/COCO1
F_max (Eh/bohr): 0.0078
HOMO level (eV): -10.269
DFT total energy (Ha): -322.52291

Geometry (Å):
N 1.847 -0.968 -0.559
C 0.798 -0.363 -0.219
C -0.370 -0.955 0.523
O -1.417 -0.028 0.318
C -0.849 1.189 -0.089
O 0.517 0.956 -0.404
H 2.508 -0.337 -1.010
H -0.664 -1.935 0.143
H -0.103 -1.043 1.585
H -1.357 1.541 -0.992
H -0.910 1.945 0.705

Copy entry 2 word for word.
A molecular structure, C5H4BBrO4Tb at a distorted geometry. Source: OMol25; level of theory: ωB97M-V/def2-TZVPD.

Computed properties:
Spin multiplicity: 7
Charge: +3
<S²>: 12.630
F_max (Eh/bohr): 0.0215
HOMO level (alpha / beta) (eV): -20.699 / -20.598
DFT total energy (Ha): -3915.85813

Geometry (Å):
C 2.086 -0.108 0.002
B 0.728 0.780 -0.084
O 0.743 2.099 0.001
C -0.747 0.170 -0.186
C -1.374 -0.738 -1.046
Br -0.841 -1.431 -2.596
C -2.692 -1.172 -0.389
O -3.216 -2.215 -0.504
O -2.961 -0.204 0.556
C -1.913 0.665 0.657
O -1.941 1.744 1.135
H 2.217 -0.808 -0.827
H 2.977 0.530 0.042
H 2.109 -0.765 0.908
H 1.479 2.649 -0.292
Tb 3.346 -1.196 2.624

Please write out number 1 again, unchanged.
A single C3H5NO2 molecule. Source: OMol25; level of theory: ωB97M-V/def2-TZVPD.

Computed properties:
Spin multiplicity: 1
Structure (SMILES): [H]/N=C1/COCO1
F_max (Eh/bohr): 0.0078
HOMO level (eV): -10.269
DFT total energy (Ha): -322.52291

Geometry (Å):
N 1.847 -0.968 -0.559
C 0.798 -0.363 -0.219
C -0.370 -0.955 0.523
O -1.417 -0.028 0.318
C -0.849 1.189 -0.089
O 0.517 0.956 -0.404
H 2.508 -0.337 -1.010
H -0.664 -1.935 0.143
H -0.103 -1.043 1.585
H -1.357 1.541 -0.992
H -0.910 1.945 0.705